Entry 1:
Below is a 14-piece molecular cluster, C23H77N25O14 overall in a non-equilibrium geometry, with properties calculated with ωB97M-V/def2-TZVPD.

Structure (XYZ):
```
139
C23H77N25O14, DFT ωB97M-V/def2-TZVPD
C -4.7429 -0.5244 -3.9146
O -4.2062 0.5521 -4.1226
N -5.8396 -0.8625 -4.4385
N -4.2794 -1.4150 -3.0785
H -6.3196 -0.2215 -5.0540
H -6.1538 -1.8160 -4.5483
H -3.4846 -1.0909 -2.5463
H -4.6700 -2.3465 -3.0707
C 1.9489 4.3187 0.0403
O 1.4963 4.1084 -1.0483
N 2.6358 5.3671 0.3159
N 1.7028 3.5338 1.0485
H 2.8900 5.9021 -0.5022
H 3.0867 5.6338 1.1793
H 2.2852 3.8590 1.8069
H 1.0749 2.7504 0.9387
C 1.7024 1.2012 -3.8388
O 1.4825 0.9264 -4.9721
N 0.8448 1.8680 -3.1142
N 2.8114 1.0286 -3.2378
H 1.3914 2.4136 -2.4632
H 0.0048 2.2471 -3.5275
H 2.8608 1.0833 -2.2305
H 3.5058 0.4344 -3.6677
C -1.3627 5.0168 2.5138
O -0.2999 5.3841 2.9286
N -2.2441 4.4220 3.2539
N -1.8585 5.2271 1.3210
H -2.0053 4.1462 4.1957
H -3.2013 4.4899 2.9390
H -2.8437 5.4389 1.2521
H -1.2145 5.5852 0.6303
C 3.0653 -4.0007 -2.7936
O 2.6179 -3.2519 -1.9724
N 4.3498 -4.1964 -3.0517
N 2.2956 -4.8316 -3.4869
H 5.0155 -3.8488 -2.3764
H 4.5304 -4.8666 -3.7854
H 2.6342 -5.3622 -4.2767
H 1.2946 -4.7755 -3.3642
C 0.3717 3.1652 5.8831
O -0.5853 2.4515 5.9605
N 0.9829 3.6136 4.8578
N 1.1071 3.4215 6.9858
H 0.3996 3.8248 4.0607
H 1.8664 4.0713 5.0313
H 0.5332 3.1903 7.7841
H 1.9288 4.0080 7.0175
C -1.3027 -4.7493 -2.4023
O -1.4982 -5.4501 -3.3474
N -1.2945 -3.4767 -2.4188
N -0.9275 -5.2969 -1.3093
H -1.3024 -2.9249 -3.2647
H -0.9827 -3.0176 -1.5749
H -0.9825 -6.3052 -1.3294
H -0.5574 -4.8140 -0.5032
C -1.5696 -3.1234 3.4773
O -1.7394 -1.9387 3.4127
N -1.7044 -3.8986 2.4334
N -1.1514 -3.7769 4.5388
H -2.0196 -3.5522 1.5385
H -1.1018 -4.7076 2.3835
H -0.7708 -3.1769 5.2567
H -0.6889 -4.6365 4.2794
C -4.6530 0.7612 4.1359
O -5.8250 0.8968 4.2940
N -4.1512 -0.2728 3.4165
N -3.7139 1.5275 4.5321
H -4.8753 -0.8963 3.0894
H -3.1414 -0.2782 3.3947
H -3.9081 2.3534 5.0802
H -2.7956 1.1508 4.3454
C 4.3778 -0.7106 0.1443
O 3.5149 0.0447 -0.2340
N 5.4233 -0.5132 0.9151
N 4.4408 -1.9294 -0.2991
H 5.8940 -1.1964 1.4911
H 5.2895 0.4293 1.2526
H 3.7698 -2.2690 -0.9733
H 5.3173 -2.4256 -0.2246
C -5.5564 2.4540 -1.4290
O -6.1006 2.9121 -0.4145
N -4.3121 1.9863 -1.4216
N -6.1554 2.2777 -2.5365
H -4.0163 1.5530 -2.2847
H -3.7834 1.8788 -0.5678
H -5.6537 2.0736 -3.3889
H -7.0370 2.7567 -2.6527
C -1.5942 -1.7455 -5.7464
C -0.1692 -2.2516 -5.5060
C 0.6725 -2.0320 -6.7105
O 0.0511 -2.7595 -7.8280
C 0.5510 -2.1509 -9.0147
N 0.3081 -1.4990 -4.4054
H -2.2029 -2.3847 -6.3860
H -1.7651 -0.7256 -6.0911
H -2.2270 -2.0090 -4.8990
H -0.1761 -3.2821 -5.1511
H 1.6678 -2.4346 -6.5225
H 0.8826 -0.9779 -6.8920
H 0.2413 -2.8991 -9.7443
H 1.5955 -1.8744 -9.1588
H -0.1058 -1.3116 -9.2430
H 0.3789 -0.5061 -4.5768
H 1.2874 -1.7193 -4.2930
C 4.1272 1.8859 5.6812
C 4.8683 0.4989 5.7780
C 4.2854 -0.4251 4.7069
O 2.8520 -0.7605 5.0222
C 2.0439 -1.1285 3.8850
N 6.3371 0.6272 5.7307
H 4.4584 2.5869 6.4473
H 3.0423 1.8290 5.7703
H 4.2561 2.3951 4.7261
H 4.6975 0.1639 6.8011
H 4.6968 -1.4324 4.6411
H 4.3279 -0.0510 3.6840
H 1.0756 -1.3542 4.3317
H 2.2857 -1.9536 3.2151
H 1.6635 -0.3107 3.2730
H 6.7262 1.2538 5.0407
H 6.5841 0.9883 6.6410
C -0.6388 1.0724 1.9412
C -1.5908 1.0400 0.7495
C -1.9433 -0.4054 0.2195
O -0.8839 -1.2792 -0.0648
C 0.0686 -0.9568 -1.1488
N -2.7795 1.8411 1.0023
H -0.5289 2.1167 2.2335
H 0.3355 0.6366 1.7199
H -0.9981 0.5556 2.8311
H -1.0780 1.5882 -0.0408
H -2.5874 -0.1921 -0.6336
H -2.4675 -0.9414 1.0106
H 0.8428 -0.3131 -0.7312
H -0.3122 -0.4560 -2.0389
H 0.5507 -1.8439 -1.5597
H -2.4506 2.7529 1.2863
H -3.4239 1.5420 1.7202
```

- relative energy (zero: lowest compared OMol25 entry of this formula, charge and spin) (eV) = 8.0581
- Kohn-Sham gap (eV) = 8.445
- net charge = 0

---

Entry 2:
Below is a 25-piece molecular cluster, C23H78Br2O29 overall in a non-equilibrium geometry, with properties calculated with ωB97M-V/def2-TZVPD.

Structure (XYZ):
```
132
C23H78Br2O29, DFT ωB97M-V/def2-TZVPD
C 1.2422 -1.7502 4.0808
C 2.3196 -1.5556 2.8822
O 2.9918 -0.2718 2.9682
C 4.0214 -0.1296 1.9324
C 3.4887 0.9631 0.8410
O 2.0881 0.6847 0.6670
C 1.3917 1.6279 -0.1645
C 1.6707 3.2043 0.0017
Br 1.9362 4.4588 -1.5576
C 1.7670 3.8646 1.2937
C 2.0231 5.4799 1.4000
Br 1.6043 2.8840 3.0067
C -0.1199 1.4620 0.4427
C -0.4518 -0.0402 -0.1006
O -1.1771 -0.9306 0.3863
O 0.3229 -0.1690 -1.2905
C 1.0233 1.0903 -1.6367
C -0.0843 1.8367 -2.5287
C -1.1005 0.8141 -3.2825
O -0.7403 0.2618 -4.3779
C -2.5639 0.4796 -2.7721
C -3.4710 -0.5234 -3.5814
C -4.9085 -0.9049 -3.0718
C -5.5229 -0.3251 -1.7530
C -4.6490 0.7023 -0.9779
C -3.2287 1.0766 -1.4840
C 2.1648 0.6608 -2.6801
C 3.5250 1.5338 -2.6144
C 2.4662 -0.9442 -2.7143
C 3.1940 -1.4956 -1.3984
H 1.7159 -2.3748 4.9289
H 0.3404 -2.3684 3.6748
H 0.7989 -0.7626 4.4471
H 3.0291 -2.4516 2.7758
H 1.6900 -1.5457 1.9084
H 4.9794 0.2665 2.4254
H 4.1584 -1.1438 1.4202
H 3.7514 1.9808 1.2861
H 4.1487 0.8094 -0.0769
H 3.0339 5.7507 0.9149
H 1.2318 6.0235 0.7543
H 1.9170 5.8592 2.4690
H -0.8630 2.2958 0.2078
H -0.2260 1.3099 1.5683
H 0.3520 2.4848 -3.3831
H -0.7734 2.5572 -1.9490
H -3.1540 -1.0196 -4.5556
H -5.5757 -1.6476 -3.6422
H -6.5444 -0.6010 -1.3356
H -5.0165 1.1830 0.0034
H -2.6406 1.8248 -0.8483
H 1.7323 0.8677 -3.7355
H 3.6419 2.1969 -3.5351
H 3.6536 2.1437 -1.6606
H 4.3898 0.7613 -2.6182
H 3.2318 -1.0627 -3.5793
H 1.5511 -1.5533 -3.0482
H 4.1741 -0.9240 -1.2793
H 3.4975 -2.5903 -1.6312
H 2.5454 -1.5474 -0.4628
O -0.6197 4.2630 5.8423
H -0.3509 3.9533 4.9689
H 0.0793 3.9452 6.4291
O 3.3013 -0.5289 6.2166
H 3.9005 -1.1818 6.5993
H 3.3316 -0.7101 5.2652
O 1.6570 -4.1575 -1.8487
H 0.8606 -3.9111 -1.3603
H 1.5056 -5.0793 -2.0930
O -0.5548 -4.3591 2.5470
H -1.1935 -4.0103 1.9150
H -0.7225 -5.3074 2.5466
O -2.2884 -5.8432 1.3251
H -2.9570 -5.6685 0.6504
H -2.7961 -6.1855 2.0730
O -2.7870 -8.5466 0.5675
H -2.6463 -9.4956 0.6806
H -1.9192 -8.1585 0.7435
O -1.6444 3.8995 2.0609
H -0.6937 3.9682 2.2261
H -2.0436 4.0232 2.9315
O 5.3201 4.8758 1.5068
H 4.9014 4.0124 1.6163
H 6.0780 4.8506 2.1041
O -0.7684 -9.2769 -1.6440
H -0.6185 -9.1361 -2.5882
H -1.6456 -8.9018 -1.4871
O 5.3612 -2.7450 2.2999
H 5.1148 -3.0895 3.1676
H 5.1462 -3.4661 1.6933
O -2.7843 5.7903 7.1793
H -2.0857 5.6363 6.5271
H -3.3132 6.4989 6.7934
O 0.5164 -9.0946 -4.5406
H 1.1086 -9.7523 -4.1538
H 0.5476 -9.2802 -5.4871
O 6.5562 -1.3826 -0.8013
H 6.3007 -1.7246 0.0656
H 6.3542 -2.1068 -1.4070
O -4.2622 1.1526 -6.1352
H -4.0020 0.8347 -7.0100
H -3.5514 0.8491 -5.5551
O 0.8007 -1.8005 6.8697
H 1.3860 -1.0704 6.6098
H 0.2822 -1.4341 7.5992
O -4.9354 3.9622 -6.4706
H -4.7580 3.0117 -6.3732
H -4.0890 4.3795 -6.2684
O 1.0585 2.5983 8.1182
H 0.6326 1.7356 8.2214
H 1.8065 2.5646 8.7263
O -0.0901 7.9585 1.1321
H 0.0795 8.1354 0.1981
H -0.9835 8.2953 1.2747
O -2.6688 -1.0612 -7.8810
H -2.5617 -2.0156 -7.9789
H -1.9570 -0.8062 -7.2782
O 0.4111 0.0194 9.3287
H 1.3670 0.0650 9.4607
H 0.0457 0.1831 10.2075
O -6.9454 3.0995 -8.3498
H -6.8323 2.1455 -8.4476
H -6.2353 3.3573 -7.7441
O -0.0908 -5.7629 5.1217
H -0.0143 -4.9863 4.5495
H 0.8232 -6.0283 5.2793
O -6.6510 5.3106 -4.5972
H -5.9600 5.1563 -5.2594
H -7.1948 6.0070 -4.9842
O -5.0990 0.5346 -8.8446
H -4.4901 -0.1106 -8.4581
H -5.0400 0.3710 -9.7939
```

- relative energy (zero: lowest compared OMol25 entry of this formula, charge and spin) (eV) = 5.4783
- Kohn-Sham gap (eV) = 8.445
- net charge = 0

---

Entry 3:
Below is a 16-piece molecular cluster, C23H78N12O16 overall in a non-equilibrium geometry, with properties calculated with ωB97M-V/def2-TZVPD.

Structure (XYZ):
```
129
C23H78N12O16, DFT ωB97M-V/def2-TZVPD
C -3.9848 2.4009 -1.7520
C -3.5908 1.1349 -2.4930
O -2.3588 0.6489 -1.9830
H -3.8638 2.4009 -0.6990
H -5.0448 2.6709 -1.8920
H -3.4048 3.2689 -2.1210
H -3.6168 1.1979 -3.5850
H -4.2658 0.3229 -2.2810
H -1.8458 0.3389 -2.6860
C 1.3202 2.8909 -4.5640
C 1.7912 2.4099 -3.2170
O 0.8622 1.5019 -2.5890
H 0.2382 3.0679 -4.5270
H 1.4242 2.1489 -5.3420
H 1.8672 3.7949 -4.9710
H 1.8862 3.3279 -2.6490
H 2.8552 1.9789 -3.2090
H 0.3172 2.1329 -2.0990
C -3.5738 -1.1551 0.3740
C -3.7378 0.2189 1.0830
O -2.6348 0.9849 0.7730
H -2.5078 -1.4241 0.5790
H -3.7248 -1.0421 -0.6920
H -4.2998 -1.9201 0.6650
H -3.8408 -0.0011 2.1510
H -4.5838 0.7719 0.6960
H -2.5448 0.9649 -0.1770
C -2.1268 3.9729 2.1630
C -2.0418 3.0959 3.4070
O -1.4908 1.8629 3.0320
H -2.6958 3.5829 1.2860
H -1.1278 4.1909 1.7140
H -2.6978 4.8509 2.3890
H -3.0118 2.8969 3.8880
H -1.3658 3.5709 4.0710
H -1.8648 1.6549 2.1370
C -2.3658 -1.9581 3.5360
C -2.4698 -0.8271 4.6210
O -1.2978 -0.0871 4.7920
H -1.8258 -2.7931 3.8880
H -2.0048 -1.6951 2.6060
H -3.4208 -2.3171 3.4410
H -2.6078 -1.4121 5.5600
H -3.2838 -0.1451 4.3310
H -1.3368 0.6969 4.1410
C 3.5072 -4.3421 -0.4340
C 3.3592 -2.8231 -0.3080
O 2.1102 -2.4941 -0.8950
H 2.8442 -4.7931 0.2680
H 4.4702 -4.6401 0.0260
H 3.3772 -4.8591 -1.4390
H 4.2232 -2.4371 -0.7830
H 3.2782 -2.4931 0.7330
H 1.8732 -1.5881 -0.6010
C 2.4762 -3.1311 3.5830
C 1.9422 -1.8351 3.1120
O 0.7102 -1.6521 3.7460
H 3.1262 -3.6751 2.9270
H 1.6482 -3.9401 3.7940
H 2.9552 -3.0511 4.5030
H 1.7362 -1.9381 2.0440
H 2.7322 -1.0671 3.1450
H 0.1312 -1.2201 3.0980
C -0.4198 4.2289 -1.1780
O 0.2722 4.8929 -0.2010
N -0.8308 2.9519 -1.0110
N -0.6248 4.7219 -2.3500
H -0.4158 2.3659 -0.2040
H -1.5328 2.5729 -1.7160
H -0.2668 5.6819 -2.4690
H -1.2398 4.4549 -3.1080
C 3.0692 3.9309 0.9570
O 2.8522 3.2569 -0.2110
N 2.1052 4.5459 1.5930
N 4.1302 3.8359 1.6620
H 1.3542 4.7569 0.8690
H 2.2872 5.2599 2.3140
H 4.8132 3.2309 1.3080
H 4.5312 4.5469 2.2620
C 0.2752 0.2309 0.6020
O -0.2018 -0.3771 1.7360
N 0.8782 1.4019 0.6630
N 0.3602 -0.3781 -0.5550
H 1.0422 1.8089 1.6010
H 1.4162 1.8199 -0.0600
H -0.0138 -1.3471 -0.8300
H 0.5422 0.2369 -1.4110
C -1.2628 -0.0561 -4.9160
O -1.5238 1.2029 -5.3570
N -1.8218 -1.0861 -5.3920
N -0.5208 -0.3341 -3.9180
H -2.2598 -0.8121 -6.3530
H -1.5418 -2.0561 -5.2930
H 0.0442 0.4309 -3.5670
H -0.1728 -1.2871 -3.7640
C 0.7622 -5.7021 -2.3770
O 1.8682 -6.4901 -2.1250
N 0.6992 -4.4301 -2.0610
N -0.2988 -6.1671 -2.9280
H 1.5142 -3.9051 -1.5820
H -0.1938 -3.8881 -2.1220
H -0.2988 -7.1981 -3.0970
H -1.1618 -5.7301 -3.1800
C 1.8642 1.7419 3.5520
O 1.4122 0.7259 4.4310
N 3.1172 1.8469 3.2240
N 1.1132 2.5929 3.0310
H 3.7762 1.1129 3.3570
H 3.4712 2.6169 2.6030
H 0.0952 2.5149 3.1220
H 1.4942 3.4509 2.5030
C 3.9842 0.5929 -0.8440
O 3.6622 0.3309 0.4760
H 4.4872 -0.2081 -1.3750
H 4.6732 1.4619 -0.8710
H 3.0772 0.6869 -1.3940
H 2.8852 0.8489 0.6220
C -0.2398 -3.7411 1.2290
O 0.1122 -5.0681 0.7850
H 0.4402 -3.0821 0.7340
H 0.0502 -3.7281 2.2850
H -1.2668 -3.5071 1.1460
H 0.1632 -5.0781 -0.1780
C -2.2868 -3.5851 -1.6870
O -1.3358 -2.4941 -1.9430
H -1.8758 -4.5111 -1.4450
H -2.8378 -3.8331 -2.6100
H -3.0688 -3.2441 -0.9230
H -1.7858 -1.7681 -2.3820
```

- relative energy (zero: lowest compared OMol25 entry of this formula, charge and spin) (eV) = 2.9562
- Kohn-Sham gap (eV) = 6.942
- net charge = 0

---

Entry 4:
Below is C24H12CaCl5N4O3S2 as an isolated structure, with properties calculated with ωB97M-V/def2-TZVPD.

Structure (XYZ):
```
51
C24H12CaCl5N4O3S2, DFT ωB97M-V/def2-TZVPD
Ca 1.3775 -1.4787 -0.0211
S 0.0722 -3.4581 4.1761
C 1.0069 -2.1294 4.6986
C 1.5035 -1.4196 3.6455
C 1.1233 -1.8818 2.3452
C 0.3299 -3.0011 2.5134
C -0.2832 -3.8173 1.4596
C -1.1011 -4.9209 1.7528
C -1.6492 -5.6646 0.7315
C -1.3835 -5.3148 -0.5878
C -0.5751 -4.2193 -0.8038
N -0.0410 -3.4870 0.1753
H 1.1556 -1.9504 5.7522
H 2.1347 -0.5536 3.8087
H -1.3009 -5.1818 2.7821
H -2.2813 -6.5128 0.9606
H -1.7888 -5.8676 -1.4224
H -0.3337 -3.9027 -1.8137
Cl 1.8595 -1.5818 -3.0049
C 3.5464 -1.5559 -2.3505
C 3.6787 -1.4769 -0.9905
C 4.9892 -1.4494 -0.5444
Cl 5.2659 -1.3416 1.1812
C 6.0905 -1.5025 -1.3926
Cl 7.7032 -1.4664 -0.7824
C 5.8788 -1.5878 -2.7726
Cl 7.2197 -1.6594 -3.8525
C 4.5809 -1.6153 -3.2779
Cl 4.3024 -1.7197 -4.9731
O -5.4023 4.1164 -2.7654
S -5.6452 5.2080 -1.8423
O -5.6709 6.5286 -2.4391
O -6.6792 4.9551 -0.8535
C -4.1450 5.2386 -0.7982
N -3.9235 6.3259 -0.0576
C -2.8533 6.3076 0.7165
C -1.9748 5.2326 0.7745
C -2.3009 4.1483 -0.0273
N -3.3773 4.1582 -0.8059
C -1.4816 2.9076 -0.1021
C -1.8323 1.9190 -1.0192
C -1.0731 0.7680 -1.0826
N -0.0128 0.5389 -0.3009
C 0.3197 1.4886 0.5771
C -0.3741 2.6763 0.7079
H -2.6682 7.1987 1.3092
H -1.1014 5.2652 1.4085
H -2.6907 2.0662 -1.6600
H -1.3223 -0.0115 -1.7939
H 1.1729 1.2870 1.2179
H -0.0446 3.3952 1.4439
```

- Kohn-Sham gap (eV) = 7.036
- net charge = -1

---

Energy per entry: -91021.1667, -224569.7220, -75751.2758, -139910.2265 eV
E_HOMO per entry: -8.40, -9.06, -7.21, -5.61 eV